[1]
Here is a molecular structure, C27H38N4O7P2SiZr from the Open Molecules 2025 dataset. Energies are from wB97M-V/def2-TZVPD.

Output
Total charge   +2
Lowest unoccupied orbital energy   -6.009 eV
Gap between HOMO and LUMO   7.52 eV

Last column: Löwdin charge in e.
Element x y z (Å)
1 Zr -0.449 0.523 -0.901  1.8105
2 P -0.377 3.840 -1.241  0.3691
3 P -2.433 1.909 -2.370  0.3133
4 Si 2.131 -0.144 0.743  0.6363
5 O 0.748 3.721 -2.348  -0.0826
6 O -3.609 1.807 -3.407  -0.0596
7 O -1.133 -6.375 -3.005  0.0990
8 O -1.151 1.208 -2.821  -0.3778
9 O -0.287 2.534 -0.438  -0.4327
10 O -2.820 1.363 -1.022  -0.3374
11 O -0.497 5.122 -0.531  -0.2346
12 N -0.989 -1.587 -1.808  -0.0672
13 N -0.794 -0.455 1.131  -0.3135
14 N -3.247 -5.831 -3.587  0.2002
15 N -2.983 4.308 -1.180  0.1965
16 C -2.242 -1.835 -2.222  -0.1067
17 C -1.860 -1.493 1.270  -0.1853
18 C -2.654 -3.080 -2.654  0.0314
19 C 5.824 -1.824 1.482  -0.0585
20 C -2.108 0.388 3.146  -0.1596
21 C 2.799 3.821 1.835  -0.0615
22 C -0.105 -2.601 -1.827  -0.0921
23 C 2.631 2.530 3.855  -0.0607
24 C -1.816 -0.976 3.755  -0.1663
25 C 3.509 -1.378 0.937  -0.2512
26 C 2.424 1.386 3.101  -0.1065
27 C 2.389 1.437 1.702  -0.2785
28 C -2.005 4.489 -3.452  -0.0537
29 C -1.742 -4.129 -2.662  -0.0720
30 C 2.814 3.752 3.220  -0.0556
31 C -0.444 -3.870 -2.240  0.0477
32 C 4.396 -3.626 0.777  -0.0681
33 C -1.103 0.719 2.046  -0.1608
34 C -2.009 3.682 -2.160  -0.4861
35 C 2.592 2.672 1.084  -0.1008
36 C 4.766 -0.936 1.355  -0.0807
37 C 5.640 -3.169 1.194  -0.0570
38 C -1.939 -2.072 2.681  -0.1499
39 C -2.027 -5.565 -3.082  -0.4825
40 C 1.689 0.256 -1.065  -0.3477
41 C 3.342 -2.736 0.650  -0.1035
42 C 0.563 -1.046 1.437  -0.2009
43 H -2.048 1.176 3.897  0.1289
44 H 2.596 2.747 0.002  0.0850
45 H 2.661 2.469 4.935  0.1135
46 H -3.972 -5.149 -3.700  0.0971
47 H 2.027 -0.584 -1.682  0.0227
48 H -0.812 -0.970 4.186  0.1118
49 H -3.390 1.747 -4.348  0.1232
50 H -3.127 0.412 2.752  0.1207
51 H -1.174 -2.836 2.819  0.1152
52 H 2.958 4.770 1.341  0.1119
53 H 4.920 0.111 1.591  0.1051
54 H -1.480 1.551 1.444  0.0926
55 H -2.898 -2.586 2.765  0.1248
56 H 6.463 -3.862 1.296  0.1150
57 H -2.805 -1.022 0.987  0.1260
58 H 4.251 -4.675 0.556  0.1114
59 H -1.661 -2.282 0.545  0.1042
60 H 0.566 -2.061 1.029  0.0779
61 H 0.280 -4.673 -2.247  0.1372
62 H -1.317 4.037 -4.165  0.1008
63 H -3.682 -3.199 -2.964  0.1211
64 H 2.379 -3.122 0.326  0.0818
65 H -2.998 4.524 -3.904  0.0949
66 H 2.978 4.646 3.805  0.1145
67 H 0.904 -2.380 -1.503  0.0943
68 H 0.663 -1.162 2.519  0.0958
69 H -3.835 4.648 -1.630  0.1786
70 H -0.158 1.046 2.477  0.1096
71 H -2.938 -1.007 -2.187  0.1052
72 H -3.242 3.630 -0.455  0.1564
73 H 1.180 4.560 -2.567  0.1212
74 H 6.792 -1.468 1.809  0.1145
75 H -2.464 5.089 -0.728  0.1473
76 H -2.497 -1.174 4.580  0.1207
77 H -3.426 -6.772 -3.900  0.1329
78 H 2.236 1.140 -1.402  0.0191
79 H -1.669 5.512 -3.267  0.1044
80 H 2.306 0.436 3.614  0.1103

***

[2]
Here is a molecular structure, C27H38N5OPdS in a non-equilibrium geometry from the Open Molecules 2025 dataset. Energies are from wB97M-V/def2-TZVPD.

Output
Total charge   +1
Lowest unoccupied orbital energy (spin up / spin down)   -3.563 / -3.562 eV
Gap between HOMO and LUMO (spin up / spin down)   6.34 / 6.34 eV

Last column: Löwdin charge in e.
Element x y z (Å)
1 Pd -0.074 -0.189 -0.006  0.7420
2 S -0.321 -0.536 -2.417  0.7743
3 O 2.199 -0.211 -0.004  -0.0599
4 N -1.320 1.519 0.013  0.0323
5 N -1.759 -2.736 -2.347  0.0252
6 N -2.951 -0.760 -2.317  0.0469
7 N 3.969 -1.503 -0.463  0.1900
8 N -0.119 0.277 2.005  0.0454
9 C -0.926 1.279 2.296  -0.2267
10 C 0.460 -2.483 4.370  -0.0403
11 C 2.252 -0.897 4.529  -0.0341
12 C -3.106 2.295 -1.418  -0.2525
13 C 2.265 1.205 3.136  -0.0224
14 C -3.503 2.949 -2.575  -0.0418
15 C -1.469 -2.166 2.799  -0.0464
16 C -3.977 -2.735 -1.403  -0.1444
17 C -1.736 2.216 -1.123  -0.2785
18 C -0.778 2.802 -1.967  -0.2362
19 C -1.883 3.472 1.432  0.0173
20 C 0.665 2.760 -1.561  -0.0379
21 C -1.386 2.072 1.213  -0.2319
22 C -1.215 3.443 -3.115  -0.0258
23 C -4.211 -1.470 -2.224  -0.1499
24 C -0.158 -1.723 3.390  -0.2353
25 C 2.653 -1.298 -0.358  -0.5369
26 C -1.786 -1.400 -2.332  -0.7467
27 C 1.657 -2.080 4.934  -0.0622
28 C 1.664 -0.100 3.562  -0.2012
29 C -2.922 -3.571 -2.117  -0.1579
30 C 0.453 -0.525 2.989  -0.2393
31 C 0.450 -2.234 0.127  -0.2333
32 C -2.565 3.517 -3.419  -0.0582
33 C 1.732 -2.449 -0.674  -0.2140
34 C -4.114 1.718 -0.462  -0.0368
35 C -1.348 1.587 3.704  0.0226
36 H -3.305 -3.949 -3.072  0.1283
37 H -3.698 0.864 0.077  0.0777
38 H -0.497 3.918 -3.766  0.1180
39 H -4.395 2.473 0.274  0.0830
40 H -0.358 -2.889 -0.215  0.0360
41 H 1.553 -2.429 -1.755  0.0743
42 H 2.279 1.288 2.047  0.0688
43 H -4.567 -1.731 -3.228  0.1329
44 H 1.674 2.037 3.522  0.0784
45 H -1.244 3.994 2.141  0.0977
46 H -2.284 -1.945 3.485  0.0865
47 H -1.142 0.750 4.369  0.0943
48 H -0.815 2.457 4.091  0.0987
49 H 4.602 -0.753 -0.230  0.1212
50 H 2.204 -3.407 -0.424  0.1159
51 H -1.468 -3.243 2.632  0.0872
52 H -4.949 -0.823 -1.751  0.1138
53 H 0.665 -2.438 1.182  0.0491
54 H -4.558 3.032 -2.795  0.1170
55 H -2.889 4.025 -4.313  0.1087
56 H -0.859 -3.175 -2.463  0.1302
57 H 3.277 1.301 3.519  0.0852
58 H -4.898 -3.301 -1.278  0.1237
59 H -2.935 0.255 -2.328  0.1026
60 H -1.892 4.026 0.495  0.0964
61 H -2.626 -4.427 -1.505  0.1285
62 H -0.019 -3.387 4.711  0.1168
63 H 4.356 -2.358 -0.825  0.1146
64 H -2.414 1.811 3.740  0.0981
65 H -1.671 -1.651 1.850  0.0481
66 H -2.898 3.476 1.834  0.0949
67 H 2.126 -2.685 5.693  0.1072
68 H 1.311 3.052 -2.384  0.0876
69 H 0.960 1.751 -1.221  0.0293
70 H -3.600 -2.448 -0.417  0.1195
71 H -5.023 1.417 -0.981  0.0790
72 H 0.833 3.446 -0.728  0.0918
73 H 3.181 -0.582 4.978  0.1137